2 unconnected molecules or ions with the total composition C12H17NS in a non-equilibrium geometry, computed with wB97M-V/def2-TZVPD.

Structure (ORCA input):
```
! RIJCOSX wB97M-V def2-TZVPD def2/J DEFGRID3
* xyz 0 1
C 2.389 1.476 2.416
C 1.441 1.561 1.247
C 0.443 2.417 0.912
N -0.121 2.016 -0.330
C 0.558 0.907 -0.839
C 0.501 0.198 -2.019
C 1.546 -0.619 -2.367
C 2.679 -0.765 -1.545
C 2.667 -0.151 -0.317
C 1.558 0.589 0.128
H 3.194 0.791 2.237
H 1.784 0.854 3.147
H 2.701 2.423 2.962
H 0.009 3.081 1.552
H -1.053 2.422 -0.658
H -0.250 0.366 -2.709
H 1.532 -1.050 -3.351
H 3.608 -1.365 -1.687
H 3.340 -0.186 0.455
C -2.808 -0.179 -1.021
C -3.007 -0.399 0.451
S -1.447 -1.044 1.191
C -1.419 -2.799 0.827
H -1.967 -0.534 -1.351
H -2.866 0.804 -1.451
H -3.642 -0.652 -1.576
H -3.236 0.333 1.279
H -3.957 -1.019 0.494
H -2.379 -2.973 0.318
H -0.571 -3.083 -0.002
H -1.229 -3.420 1.608
*
```

Summary:
ΔE to the lowest compared entry with this formula, charge and spin	3.180	eV
E_LUMO	0.02955	Eh
SMILES	Cc1c[nH]c2ccccc12.CCSC
E_tot	-920.30062	Eh

---

A gas-phase ion, C12H17O (charge +1) in a non-equilibrium geometry, computed with wB97M-V/def2-TZVPD.

Structure (ORCA input):
```
! RIJCOSX wB97M-V def2-TZVPD def2/J DEFGRID3
* xyz 1 1
C 3.951 0.095 0.354
C 3.448 -0.031 -0.927
C 2.991 0.148 1.390
C 2.082 -0.100 -1.233
C 1.714 0.293 1.111
C 1.206 0.206 -0.202
C -2.466 1.660 0.197
C -3.017 0.255 0.601
C -0.894 1.578 0.169
C -2.413 -0.856 -0.322
C -0.265 0.289 -0.456
C -0.460 -2.190 -0.351
O -1.021 -0.938 0.004
H 5.036 0.284 0.533
H 4.193 0.095 -1.813
H 3.318 0.453 2.362
H 1.758 -0.271 -2.231
H 1.099 0.527 1.926
H -2.989 1.860 -0.749
H -2.651 2.437 0.946
H -2.931 -0.152 1.623
H -4.185 0.146 0.417
H -0.474 2.403 -0.268
H -0.581 1.637 1.213
H -2.714 -1.834 0.103
H -2.675 -0.759 -1.414
H -0.251 0.355 -1.602
H 0.671 -2.074 -0.628
H -0.632 -2.843 0.458
H -0.848 -2.670 -1.209
*
```

Summary:
ΔE to the lowest compared entry with this formula, charge and spin	0.000	eV
E_LUMO	-0.09918	Eh
E_tot	-542.34803	Eh

---

A molecular structure, C12H18AlCl2N11Si in a non-equilibrium geometry, computed with wB97M-V/def2-TZVPD.

Structure (ORCA input):
```
! RIJCOSX wB97M-V def2-TZVPD def2/J DEFGRID3
* xyz 0 1
Al 0.629 0.371 0.112
N 2.127 -0.769 2.330
C 3.085 -0.068 1.573
N 4.345 0.260 1.903
N 4.619 1.110 0.845
N 3.711 1.218 -0.022
N 2.579 0.458 0.479
C 0.885 -0.974 1.710
N -0.033 -1.646 2.383
N -1.121 -2.387 1.910
N -1.782 -2.151 0.826
N -1.326 -1.036 0.073
H 2.325 -1.186 3.198
C -0.362 3.229 1.946
C -1.394 2.285 1.390
C -2.773 2.531 1.557
C -3.685 1.541 1.090
C -3.268 0.306 0.685
C -1.851 0.179 0.498
N -0.969 1.131 0.787
N -0.240 -1.147 -0.776
Si 0.063 -2.527 -1.833
C 0.556 -4.054 -0.791
C -1.432 -2.812 -2.880
C 1.669 -1.823 -2.615
H 0.647 2.713 1.935
H -0.573 3.425 3.015
H -0.270 4.223 1.533
H -3.075 3.561 1.918
H -4.719 1.865 1.132
H -3.975 -0.489 0.427
H -0.313 -4.666 -0.464
H 1.100 -3.707 0.120
H 1.167 -4.686 -1.465
H -1.449 -3.903 -3.222
H -1.283 -2.110 -3.728
H -2.384 -2.604 -2.347
H 2.422 -2.617 -2.633
H 1.929 -0.876 -2.154
H 1.411 -1.623 -3.625
Cl 1.888 5.006 -0.994
C 0.500 4.086 -1.390
Cl 0.858 2.053 -1.439
H 0.041 4.313 -2.362
H -0.279 3.995 -0.634
*
```

Summary:
ΔE to the lowest compared entry with this formula, charge and spin	6.129	eV
E_LUMO	-0.06858	Eh
E_tot	-2522.57417	Eh

---

A molecular structure, C12H18Br25P in a non-equilibrium geometry, computed with wB97M-V/def2-TZVPD.

Structure (ORCA input):
```
! RIJCOSX wB97M-V def2-TZVPD def2/J DEFGRID3
* xyz 0 1
C -0.394 -0.771 -2.471
C 0.192 0.572 -2.882
C -0.452 1.645 -2.025
C -0.105 3.086 -2.463
P -0.039 4.252 -1.037
Br -1.639 3.363 0.257
H 0.139 -1.606 -2.885
H -0.394 -0.810 -1.393
H -1.434 -0.785 -2.754
H -0.015 0.769 -3.925
H 1.258 0.596 -2.710
H -0.099 1.492 -1.022
H -1.519 1.519 -2.083
H -0.864 3.433 -3.140
H 0.837 3.113 -2.994
H 1.169 3.796 -0.449
C 4.329 -0.746 -4.965
Br 4.616 0.870 -3.963
Br 4.438 -2.304 -3.843
Br 2.677 -0.695 -5.952
H 5.127 -0.822 -5.688
C -1.582 8.021 1.212
Br -0.012 7.027 1.718
Br -2.855 6.937 0.259
Br -2.389 8.871 2.741
H -1.263 8.805 0.544
C -0.725 -0.656 2.000
Br -2.044 0.528 2.741
Br -1.492 -1.854 0.700
Br 0.760 0.317 1.263
H -0.341 -1.257 2.809
C 3.326 0.153 4.775
Br 5.013 -0.166 3.907
Br 2.604 1.878 4.322
Br 2.073 -1.268 4.419
H 3.506 0.154 5.838
C -5.452 -2.204 3.655
Br -4.405 -1.419 5.073
Br -5.552 -1.055 2.116
Br -4.802 -3.956 3.195
H -6.457 -2.322 4.030
C 7.939 -3.810 -3.745
Br 8.903 -2.995 -2.294
Br 7.896 -2.668 -5.293
Br 8.631 -5.553 -4.173
H 6.919 -3.939 -3.420
C 0.143 -4.541 -3.775
Br 1.760 -5.522 -3.420
Br -1.150 -5.614 -4.713
Br -0.586 -3.799 -2.154
H 0.403 -3.716 -4.419
C -7.229 -0.933 7.657
Br -6.880 0.673 8.658
Br -7.093 -2.503 8.760
Br -8.924 -0.849 6.747
H -6.468 -1.010 6.898
*
```

Summary:
E_LUMO	-0.01263	Eh
E_tot	-65159.63863	Eh

---

A molecular structure, C12H18Cl2IN2OPt in a non-equilibrium geometry, computed with wB97M-V/def2-TZVPD.

Structure (ORCA input):
```
! RIJCOSX wB97M-V def2-TZVPD def2/J DEFGRID3
* xyz 1 1
Pt 0.978 0.224 0.324
C -0.858 -2.503 -0.385
N -0.960 -1.299 0.421
C -1.030 -1.623 1.841
C -2.090 -0.470 0.007
C -1.919 0.976 0.408
C -3.032 1.784 0.602
C -2.880 3.141 0.814
C -1.614 3.692 0.892
C -0.494 2.882 0.758
C -0.639 1.528 0.500
H -1.784 -3.089 -0.353
H -0.053 -3.133 -0.008
H -0.657 -2.237 -1.424
H -1.894 -2.262 2.058
H -1.117 -0.704 2.421
H -0.127 -2.153 2.144
H -3.028 -0.872 0.413
H -2.158 -0.502 -1.085
H -4.018 1.345 0.571
H -3.751 3.771 0.905
H -1.489 4.750 1.062
H 0.489 3.330 0.853
Cl 1.725 0.413 3.025
C 3.368 0.846 2.529
Cl 3.284 1.681 0.969
H 3.943 -0.075 2.414
H 3.806 1.507 3.276
N 1.469 -0.711 -4.099
C 1.749 -0.636 -2.791
O 1.466 0.330 -2.109
C 2.449 -1.893 -2.284
I 2.777 -1.872 -0.171
H 1.059 0.084 -4.566
H 1.743 -1.500 -4.660
H 3.431 -1.976 -2.749
H 1.860 -2.778 -2.519
*
```

Summary:
ΔE to the lowest compared entry with this formula, charge and spin	1.675	eV
E_LUMO (alpha / beta)	-0.13612 / -0.13621	Eh
E_tot	-1989.94332	Eh

---

A molecular structure, C12H18CuF9NO9 in a non-equilibrium geometry, computed with wB97M-V/def2-TZVPD.

Structure (ORCA input):
```
! RIJCOSX wB97M-V def2-TZVPD def2/J DEFGRID3
* xyz -2 2
Cu -0.426 0.080 0.218
C 1.472 -2.499 -0.642
O 2.553 -1.823 -1.359
O 0.543 -1.700 -0.328
C 1.017 -3.686 -1.509
F 2.004 -4.576 -1.799
F 0.067 -4.401 -0.866
F 0.495 -3.305 -2.682
C 3.861 -2.364 -1.461
C 4.654 -1.432 -2.377
H 5.214 -0.719 -1.779
H 5.306 -1.992 -3.054
H 3.945 -0.940 -3.043
H 3.754 -3.366 -1.874
H 4.300 -2.359 -0.453
H 1.970 -2.926 0.269
C 0.541 1.935 -1.742
O 1.293 1.318 -0.702
O -0.700 1.506 -1.536
C 0.706 3.442 -1.712
F -0.164 4.076 -2.509
F 0.644 3.980 -0.499
F 1.944 3.802 -2.211
C 2.709 1.308 -0.602
C 3.094 0.601 0.673
H 2.792 -0.442 0.703
H 4.184 0.712 0.744
H 2.675 1.126 1.533
H 3.079 2.342 -0.532
H 3.121 0.882 -1.524
H 0.915 1.448 -2.667
C -3.755 -0.426 0.801
O -4.071 0.312 2.000
O -2.517 -0.320 0.462
C -4.226 -1.898 1.040
F -4.994 -2.057 2.146
F -4.994 -2.333 0.002
F -3.215 -2.767 1.128
C -4.526 1.610 1.772
C -5.230 2.093 3.047
H -5.755 1.236 3.472
H -4.515 2.435 3.797
H -5.928 2.901 2.815
H -5.291 1.638 0.979
H -3.709 2.284 1.494
H -4.412 -0.051 -0.021
N -0.089 1.341 2.620
O -0.296 1.997 1.569
O -0.231 0.095 2.517
O 0.196 1.883 3.684
*
```

Summary:
E_LUMO (alpha / beta)	0.17728 / 0.17365	Eh
E_tot	-3739.15293	Eh

---

2 unconnected molecules or ions with the total composition C12H18F2O7 in a non-equilibrium geometry, computed with wB97M-V/def2-TZVPD.

Structure (ORCA input):
```
! RIJCOSX wB97M-V def2-TZVPD def2/J DEFGRID3
* xyz 0 1
C 5.828 -1.391 0.620
C 5.933 0.037 0.030
C 4.693 0.848 0.485
O 3.546 0.137 0.023
C 2.426 0.425 0.736
O 2.543 -0.003 2.129
C 1.386 -0.623 2.469
O 0.799 -0.555 3.437
O 1.054 -1.384 1.338
C 1.182 -0.418 0.312
C -0.097 0.402 -0.052
C -1.344 0.025 0.786
C -2.188 -1.101 0.168
F -2.377 -0.914 -1.201
H 6.794 -1.916 0.595
H 5.141 -1.971 -0.010
H 5.487 -1.353 1.662
H 6.830 0.508 0.461
H 5.991 0.064 -1.065
H 4.755 1.875 0.082
H 4.758 0.932 1.580
H 2.175 1.494 0.862
H 1.504 -0.826 -0.661
H -0.349 0.309 -1.112
H 0.129 1.455 0.186
H -1.997 0.915 0.789
H -1.144 -0.203 1.839
H -1.775 -2.092 0.399
H -3.188 -1.050 0.626
O -7.214 1.728 0.285
C -6.607 1.221 -0.596
O -5.261 1.017 -0.588
C -4.938 0.263 -1.759
C -6.094 0.581 -2.668
F -6.386 -0.463 -3.482
O -7.164 0.768 -1.761
H -4.887 -0.797 -1.506
H -3.982 0.571 -2.171
H -5.962 1.484 -3.268
*
```

Summary:
E_LUMO	0.02205	Eh
SMILES	CCCO[C@@H]1OC(=O)O[C@H]1CCCF.O=C1OC[C@@H](F)O1
E_tot	-1194.44603	Eh

---

A molecular structure, C12H18F3N2O3PdS3, computed with wB97M-V/def2-TZVPD.

Structure (ORCA input):
```
! RIJCOSX wB97M-V def2-TZVPD def2/J DEFGRID3
* xyz -1 3
Pd 0.034 -0.924 -0.324
C -2.796 -4.503 0.435
C -1.990 -3.356 -0.121
S -0.514 -3.005 0.642
C -2.458 -2.648 -1.223
C -3.767 -3.033 -1.865
S -1.623 -1.345 -1.918
H -2.291 -4.936 1.296
H -2.947 -5.288 -0.311
H -3.786 -4.164 0.752
H -3.843 -4.112 -2.025
H -3.879 -2.527 -2.822
H -4.609 -2.740 -1.230
C 1.779 1.509 2.264
C 0.387 2.127 2.433
C 0.165 2.533 3.895
C 0.219 3.334 1.500
C -0.642 1.133 2.070
N -1.445 0.361 1.779
H 2.526 2.267 2.511
H 1.938 1.185 1.240
H 1.913 0.654 2.926
H 0.917 3.273 4.176
H 0.263 1.673 4.558
H -0.823 2.973 4.036
H 0.988 4.074 1.732
H -0.761 3.795 1.632
H 0.326 3.031 0.456
F 3.211 2.624 -2.683
C 1.955 3.074 -2.533
F 1.635 3.767 -3.633
F 1.954 3.930 -1.497
S 0.775 1.688 -2.254
O 0.928 0.853 -3.424
O 1.299 1.083 -1.024
O -0.504 2.332 -2.100
C 2.546 -1.895 -2.041
C 2.640 -1.581 -0.618
N 2.745 -1.313 0.496
H 1.840 -2.712 -2.178
H 3.524 -2.176 -2.431
H 2.174 -1.014 -2.571
*
```

Summary:
ΔE to the lowest compared entry with this formula, charge and spin	0.000	eV
E_LUMO (alpha / beta)	0.10691 / 0.06695	Eh
E_tot	-2425.43573	Eh

---

A molecular structure, C12H18F6MgN6P in a non-equilibrium geometry, computed with wB97M-V/def2-TZVPD.

Structure (ORCA input):
```
! RIJCOSX wB97M-V def2-TZVPD def2/J DEFGRID3
* xyz 1 1
Mg 0.003 -2.542 4.381
P 1.657 0.151 0.122
F 0.584 -0.460 -0.905
F 0.605 1.313 0.632
F 1.026 -0.825 1.236
F 2.825 0.661 1.173
F 2.603 -1.134 -0.262
F 2.246 1.119 -1.019
C -4.209 -5.206 -0.098
C -3.510 -4.740 1.145
N -2.986 -4.362 2.104
H -5.022 -5.891 0.140
H -3.620 -5.559 -0.944
H -4.724 -4.289 -0.385
C -3.571 -0.386 -5.714
C -4.614 -1.228 -6.296
N -5.379 -1.913 -6.790
H -3.198 0.397 -6.375
H -2.694 -0.925 -5.356
H -4.078 0.039 -4.848
C -0.910 6.790 -0.372
C 0.049 7.812 -0.833
N 0.815 8.595 -1.209
H -0.821 6.797 0.715
H -0.751 5.846 -0.893
H -1.894 7.100 -0.723
C -3.854 3.166 4.886
C -3.015 2.001 4.766
N -2.356 0.980 4.767
H -4.241 3.161 5.905
H -4.623 3.058 4.121
H -3.165 3.993 4.711
C 3.388 -5.940 0.344
C 2.772 -5.509 1.626
N 2.249 -5.192 2.651
H 4.464 -5.771 0.387
H 2.933 -5.470 -0.527
H 3.122 -6.997 0.389
C 6.983 1.481 -0.699
C 6.920 2.702 -0.013
N 6.972 3.771 0.509
H 7.005 0.761 0.119
H 7.912 1.331 -1.249
H 6.103 1.315 -1.322
*
```

Summary:
ΔE to the lowest compared entry with this formula, charge and spin	13.164	eV
E_LUMO	-0.39692	Eh
E_tot	-1936.88558	Eh

---

A molecular structure, C12H18FNO9Tl in a non-equilibrium geometry, computed with wB97M-V/def2-TZVPD.

Structure (ORCA input):
```
! RIJCOSX wB97M-V def2-TZVPD def2/J DEFGRID3
* xyz 1 1
Tl -3.950 4.833 17.925
F -6.187 6.542 18.002
N -0.167 3.379 17.156
O 0.526 4.359 16.868
O 0.368 2.279 17.138
O -1.352 3.476 17.447
O -4.490 5.832 20.650
C -5.480 6.325 21.138
O -5.439 7.227 22.141
C -6.778 7.640 22.564
C -7.564 6.439 22.188
C -6.918 5.840 20.961
H -7.048 8.566 22.060
H -6.778 7.760 23.644
H -8.642 6.604 22.122
H -7.564 5.692 22.987
H -7.333 6.339 20.084
H -6.701 4.776 20.891
O -3.433 4.025 15.175
C -3.157 3.695 14.035
O -3.128 2.445 13.619
C -3.370 2.412 12.181
C -3.097 3.847 11.698
C -2.859 4.673 12.924
H -4.438 2.171 12.177
H -2.992 1.535 11.662
H -3.889 4.175 11.026
H -2.238 3.841 11.023
H -3.563 5.501 12.902
H -1.812 4.945 13.050
O -1.800 5.017 19.812
C -0.895 5.541 20.425
O -0.986 6.037 21.650
C 0.212 6.708 22.073
C 1.265 6.138 21.086
C 0.455 5.900 19.844
H 0.535 6.316 23.033
H 0.219 7.772 21.853
H 1.689 5.169 21.360
H 2.133 6.796 21.066
H 0.762 5.064 19.223
H 0.286 6.828 19.291
*
```

Summary:
E_LUMO	-0.35861	Eh
E_tot	-1471.70422	Eh

---

2 unconnected molecules or ions with the total composition C12H18FO2P in a non-equilibrium geometry, computed with wB97M-V/def2-TZVPD.

Structure (ORCA input):
```
! RIJCOSX wB97M-V def2-TZVPD def2/J DEFGRID3
* xyz 0 1
C 2.038 -2.637 -1.314
C 0.425 -2.338 -1.134
C -0.571 -3.665 -1.132
C -2.200 -3.316 -1.000
C -2.796 -1.777 -0.883
C -4.394 -1.383 -0.797
P -5.454 -2.873 -1.458
F -5.751 -3.890 -0.031
C -1.721 -0.516 -0.849
C -0.091 -0.789 -0.977
H 2.714 -2.030 -0.577
H 2.314 -2.245 -2.407
H 2.285 -3.800 -1.325
H -0.153 -4.768 -1.248
H -2.924 -4.241 -1.033
H -4.748 -1.008 0.254
H -4.561 -0.499 -1.582
H -6.699 -2.412 -2.022
H -2.043 0.625 -0.756
H 0.714 0.064 -0.989
C 2.391 3.158 3.267
C 3.470 3.080 2.205
O 3.148 2.079 1.220
C 2.374 2.294 0.133
C 1.543 3.543 0.072
O 2.291 1.446 -0.751
H 1.429 3.459 2.842
H 2.666 3.877 4.043
H 2.240 2.178 3.731
H 3.669 4.047 1.734
H 4.409 2.764 2.671
H 0.551 3.336 0.480
H 1.447 3.844 -0.976
H 1.986 4.391 0.591
*
```

Summary:
ΔE to the lowest compared entry with this formula, charge and spin	10.040	eV
E_LUMO	0.01771	Eh
SMILES	Cc1ccc(CPF)cc1.CCOC(C)=O
E_tot	-1059.40239	Eh

---

A single C12H18N2O3S2 molecule, computed with wB97M-V/def2-TZVPD.

Structure (ORCA input):
```
! RIJCOSX wB97M-V def2-TZVPD def2/J DEFGRID3
* xyz 0 1
C -0.042 2.501 1.102
O -0.294 1.407 0.230
C -1.431 1.438 -0.466
O -2.264 2.301 -0.361
C -1.530 0.246 -1.417
C -2.956 -0.317 -1.483
C -3.623 -0.523 -0.130
S -2.759 -1.738 0.934
C -3.820 -1.594 2.396
N -0.554 -0.770 -1.122
C 0.701 -0.669 -1.663
O 0.963 0.086 -2.577
N 1.601 -1.561 -1.146
C 3.013 -1.399 -1.423
C 3.685 -0.558 -0.383
C 3.324 0.688 0.030
C 4.153 1.192 1.057
C 5.130 0.321 1.413
S 5.056 -1.138 0.504
H 0.720 2.166 1.802
H 0.319 3.357 0.529
H -0.956 2.785 1.627
H -1.252 0.636 -2.408
H -2.917 -1.263 -2.026
H -3.576 0.384 -2.044
H -3.668 0.416 0.421
H -4.635 -0.903 -0.276
H -3.425 -2.275 3.142
H -3.790 -0.573 2.766
H -4.837 -1.876 2.134
H -0.681 -1.273 -0.257
H 1.364 -2.027 -0.284
H 3.488 -2.382 -1.483
H 3.073 -0.907 -2.400
H 2.495 1.223 -0.397
H 4.028 2.161 1.506
H 5.897 0.440 2.152
*
```

Summary:
ΔE to the lowest compared entry with this formula, charge and spin	0.078	eV
E_LUMO	0.01967	Eh
SMILES	COC(=O)[C@H](CCSC)NC(=O)NCc1cccs1
E_tot	-1599.70555	Eh